Here is a gas-phase ion, C9H13FNOS2 (charge +1) in a non-equilibrium geometry from OMol25. Energies are from ωB97M-V/def2-TZVPD.

Each line ends with the Mulliken charge.
Cartesian coordinates (Å):
C1 0.88216 0.36040 0.04630  0.26
C2 2.14229 1.10182 0.19252  -0.17
C3 1.03151 -0.95688 -0.39819  1.00
C4 3.16123 0.23675 -0.12978  0.20
C5 -0.05777 -2.02339 -0.54542  -0.96
C6 -0.64105 -2.42098 0.80867  -0.56
C7 -1.32054 -0.18743 1.53524  -0.50
C8 2.02891 2.56121 0.39815  -1.51
C9 -1.62894 1.00596 -1.28658  -0.71
N1 -2.82681 0.26430 -1.12621  -0.37
O1 -0.55943 -1.31555 1.79220  -0.38
F1 4.46247 0.57356 -0.12931  -0.26
S1 2.64638 -1.35227 -0.66820  -0.17
S2 -0.59630 1.16529 0.40189  0.05
H1 -0.94829 -1.85230 -1.12699  0.15
H2 0.35735 -2.85709 -0.89911  0.58
H3 -1.60556 -2.69440 0.60943  0.42
H4 0.01724 -3.04830 1.41736  0.35
H5 -1.49862 0.15884 2.58436  0.41
H6 3.06173 2.96589 0.18608  0.37
H7 1.31418 3.11821 -0.14619  0.46
H8 1.91118 2.69748 1.38243  0.50
H9 -0.74779 0.60192 -1.80777  0.46
H10 -1.91927 2.10245 -1.20570  0.41
H11 -3.70213 0.71553 -1.13840  0.25
H12 -2.24100 -0.53118 1.17004  0.45
H13 -2.72314 -0.38980 -1.91682  0.24

Properties
orbital gap	8.88	eV
charge	+1
E_LUMO	-0.128	hartree
largest force on an atom	4.9	eV/Å
HOMO	-12.37	eV
ΔE to the lowest compared entry with this formula, charge and spin	0.103	eV